Density functional theory data (ωB97M-V with the def2-TZVPD basis set) for a gas-phase ion, C9H13N3O (charge +2).

Net charge: +2
Gap between HOMO and LUMO (alpha / beta): 0.2849 / 0.2849 hartree
SMILES: CC(=N\O)/[NH+]=C1/C=CC=C/C1=C\[NH3+]
E: -589.54194 a.u.
Spin multiplicity: 1
E_HOMO (alpha / beta): -16.5 / -16.5 eV

Structure (XYZ):
```
26
C9H13N3O, DFT ωB97M-V with the def2-TZVPD basis set
C -2.521 -2.069 0.447
C -1.542 -1.102 -0.105
N -1.864 0.139 -0.344
O -2.791 0.870 0.345
N -0.318 -1.521 -0.458
C 0.879 -0.809 -0.393
C 2.057 -1.534 -0.216
C 3.222 -0.896 0.163
C 3.217 0.474 0.432
C 2.073 1.215 0.243
C 0.905 0.607 -0.265
C -0.186 1.399 -0.732
N -0.625 2.580 -0.022
H -2.080 -3.052 0.592
H -3.383 -2.164 -0.217
H -2.902 -1.705 1.403
H -3.584 1.009 -0.208
H -0.185 -2.531 -0.474
H 2.051 -2.606 -0.351
H 4.131 -1.465 0.284
H 4.122 0.962 0.760
H 2.116 2.286 0.372
H -0.476 1.346 -1.774
H -1.601 2.366 0.341
H -0.687 3.421 -0.616
H -0.026 2.783 0.796
```

***

Density functional theory data (ωB97M-V with the def2-TZVPD basis set) for 11 unconnected molecules or ions with the total composition C3H30N2O10S.

Gap between HOMO and LUMO: 0.3030 hartree
SMILES: NCNCCS.O.O.O.O.O.O.O.O.O.O
E: -1392.21537 a.u.
Spin multiplicity: 1
E_HOMO: -8.3 eV

Structure (XYZ):
```
46
C3H30N2O10S, DFT ωB97M-V with the def2-TZVPD basis set
N -1.488 -1.219 -0.522
C -1.791 0.174 -0.623
N -0.757 0.781 -1.382
C -1.243 2.228 -1.763
C -0.358 3.098 -0.811
S -1.188 4.577 -0.327
H -2.276 -1.757 -0.674
H -0.889 -1.595 -1.278
H -1.727 0.587 0.414
H -2.890 0.559 -1.015
H 0.072 0.683 -0.907
H -2.288 2.114 -1.710
H -1.018 2.433 -2.761
H 0.448 3.540 -1.222
H 0.036 2.469 0.073
H -1.606 4.524 0.878
O 3.049 1.807 -1.223
H 2.402 1.208 -1.497
H 3.780 1.327 -0.840
O 4.797 0.937 0.521
H 5.372 0.499 -0.085
H 5.088 1.822 0.617
O -0.720 1.649 4.251
H 0.028 0.986 4.234
H -0.366 2.342 4.685
O -0.675 -2.024 1.994
H -1.568 -2.015 1.684
H -0.206 -1.487 1.404
O 0.105 -4.061 0.773
H -0.476 -4.315 0.060
H -0.190 -3.242 1.162
O 0.977 0.309 1.137
H 1.930 0.328 0.876
H 0.573 0.524 1.970
O -0.687 -1.454 -4.163
H -1.406 -1.243 -3.547
H -0.372 -0.582 -4.314
O 1.847 -2.159 0.485
H 1.068 -2.065 1.217
H 1.490 -3.084 0.276
O -0.111 -4.292 -1.935
H 0.363 -3.654 -2.293
H 0.437 -5.089 -1.975
O -2.645 1.026 2.452
H -1.790 0.987 2.922
H -3.126 1.816 2.784
```

***

Density functional theory data (ωB97M-V with the def2-TZVPD basis set) for a molecular structure, C38H37N5PdSb2.

Net charge: +2
Gap between HOMO and LUMO (alpha / beta): 0.2417 / 0.2417 hartree
E: -2351.82925 a.u.
Spin multiplicity: 1
E_HOMO (alpha / beta): -13.7 / -13.7 eV

Structure (XYZ):
```
83
C38H37N5PdSb2, DFT ωB97M-V with the def2-TZVPD basis set
Pd 0.665 0.173 1.125
C -0.961 -2.795 3.503
Sb 0.597 -1.419 3.149
C 0.513 -0.139 4.833
C 2.332 -2.596 3.428
H -0.736 -3.345 4.417
H -1.048 -3.495 2.675
H -1.896 -2.254 3.620
H -0.173 -0.590 5.549
H 0.147 0.847 4.561
H 1.504 -0.052 5.275
H 2.505 -2.688 4.500
H 3.197 -2.137 2.957
H 2.169 -3.587 3.007
C 4.181 -2.437 -0.179
C 2.954 -1.977 0.236
N 2.558 -0.702 0.088
C 3.412 0.131 -0.507
C 4.665 -0.237 -0.983
C 5.064 -1.550 -0.783
C 5.550 0.760 -1.617
C 5.297 1.564 -2.651
C 4.127 1.633 -3.537
C 4.114 2.570 -4.568
C 3.001 2.600 -5.394
N 1.984 1.755 -5.241
C 2.105 0.879 -4.250
N 3.103 0.784 -3.384
H 4.445 -3.476 -0.036
H 2.237 -2.649 0.685
H 3.092 1.153 -0.643
H 6.039 -1.889 -1.110
H 6.543 0.835 -1.183
H 6.090 2.250 -2.926
H 4.937 3.255 -4.719
H 2.925 3.314 -6.205
H 1.295 0.165 -4.137
N 1.380 6.390 -2.840
C 1.261 5.410 -2.250
C 1.106 4.185 -1.517
C 0.378 3.135 -2.062
C 0.257 1.965 -1.336
N 0.822 1.809 -0.133
C 1.526 2.827 0.391
C 1.692 4.029 -0.262
H -0.081 3.214 -3.039
H -0.293 1.128 -1.737
H 1.984 2.656 1.356
H 2.269 4.823 0.191
C -3.964 2.127 -2.929
C -3.505 0.855 -3.247
C -2.884 0.080 -2.276
C -2.730 0.583 -0.986
C -3.187 1.860 -0.666
C -3.807 2.628 -1.640
Sb -1.810 -0.582 0.495
C -2.963 -0.106 2.203
C -2.624 1.043 2.917
C -3.327 1.391 4.062
C -4.372 0.589 4.502
C -4.714 -0.557 3.793
C -4.012 -0.906 2.647
C -2.278 -2.576 0.079
C -3.593 -2.898 -0.251
C -3.934 -4.221 -0.497
C -2.966 -5.215 -0.426
C -1.650 -4.892 -0.117
C -1.305 -3.571 0.131
H -4.452 2.728 -3.685
H -3.635 0.465 -4.249
H -2.533 -0.914 -2.534
H -3.085 2.252 0.339
H -4.178 3.615 -1.391
H -1.812 1.676 2.578
H -3.063 2.289 4.607
H -4.921 0.859 5.395
H -5.530 -1.182 4.131
H -4.286 -1.812 2.121
H -4.355 -2.129 -0.325
H -4.955 -4.475 -0.749
H -3.237 -6.244 -0.625
H -0.895 -5.666 -0.077
H -0.272 -3.319 0.354
```

***

Density functional theory data (ωB97M-V with the def2-TZVPD basis set) for a molecular structure, C20H18FN3O3.

Gap between HOMO and LUMO: 0.2748 hartree
E: -1262.19067 a.u.
Spin multiplicity: 1
E_HOMO: -8.0 eV

Structure (XYZ):
```
45
C20H18FN3O3, DFT ωB97M-V with the def2-TZVPD basis set
O 3.650 -0.273 0.512
C 2.676 -0.761 -0.268
N 1.846 -1.849 0.141
H 1.235 -2.136 -0.604
C 2.009 -2.579 1.148
H 2.100 -3.541 1.165
H 3.168 -2.087 1.770
C 0.858 -2.212 2.267
C 1.077 -0.788 2.873
H 0.217 -0.001 2.542
H 2.023 -0.303 2.719
C 1.144 -1.067 4.455
H 1.808 -0.329 4.687
C 1.416 -2.382 4.579
H 1.019 -2.995 5.327
H 2.640 -2.464 4.448
O 0.815 -2.889 3.236
H 0.191 -0.654 4.805
H -0.191 -2.231 1.801
C 2.708 -0.262 -1.580
C 3.751 -0.572 -2.545
C 3.805 -0.018 -3.691
C 2.487 0.475 -4.206
C 1.507 0.739 -3.389
C 1.359 -0.028 -2.075
C 0.236 0.501 -1.306
N -0.846 0.886 -1.902
C -1.647 0.903 -0.423
N -0.727 0.782 0.501
O 0.385 0.481 0.001
C -3.019 1.268 -0.453
C -3.639 1.491 -1.804
C -4.989 1.989 -1.708
C -5.627 2.077 -0.686
C -4.988 1.815 0.584
C -3.759 1.438 0.846
F -3.195 1.048 1.773
H -5.467 2.105 1.688
H -6.690 2.348 -0.517
H -5.339 2.178 -2.529
H -3.070 1.718 -2.683
H 0.676 1.200 -3.695
H 2.525 0.763 -5.391
H 4.596 -0.155 -4.607
H 4.713 -1.015 -2.079
```

***

Density functional theory data (ωB97M-V with the def2-TZVPD basis set) for a molecular structure, C4H4NO2P.

Gap between HOMO and LUMO (alpha / beta): 0.2504 / 0.2492 hartree
E: -701.33085 a.u.
Spin multiplicity: 1
E_HOMO (alpha / beta): -7.6 / -7.6 eV

Structure (XYZ):
```
12
C4H4NO2P, DFT ωB97M-V with the def2-TZVPD basis set
C -0.384 1.303 0.016
C 1.074 -0.543 -0.104
C -1.684 1.614 0.072
C 1.570 -1.862 0.054
N -0.244 -0.103 -0.040
O -2.507 0.607 -0.051
O 1.132 -2.992 -0.030
P -1.750 -0.844 -0.024
H 0.419 1.899 -0.007
H 1.906 0.114 -0.169
H -2.212 2.640 0.074
H 2.678 -1.832 0.211
```

***

Density functional theory data (ωB97M-V with the def2-TZVPD basis set) for a molecular structure, C10H16BrCl3MoO.

Net charge: -2
Gap between HOMO and LUMO (alpha / beta): 0.2028 / 0.2141 hartree
E: -4488.79599 a.u.
Spin multiplicity: 3
E_HOMO (alpha / beta): 0.1 / -0.2 eV

Structure (XYZ):
```
32
C10H16BrCl3MoO, DFT ωB97M-V with the def2-TZVPD basis set
C -0.739 0.788 -0.404
C -0.926 -0.573 -0.847
C 0.342 -1.251 -0.738
C -2.215 -1.188 -1.257
C 1.282 -0.310 -0.165
C 0.669 1.034 -0.156
C 1.282 2.281 -0.026
C -1.806 1.825 -0.350
C 0.666 -2.627 -1.177
C 2.745 -0.508 -0.099
Mo -0.457 -1.045 1.232
Cl -2.015 -2.921 0.925
Cl -2.250 0.032 2.135
Cl 0.920 -2.829 1.904
H -3.057 -0.531 -1.069
H -2.427 -2.051 -0.601
H -2.155 -1.551 -2.279
H -0.104 -3.336 -0.889
H 1.627 -2.967 -0.815
H 0.726 -2.635 -2.257
H 2.982 -1.494 0.315
H 3.255 0.289 0.456
H 3.157 -0.510 -1.121
H 2.259 2.360 0.393
H 0.548 3.294 1.143
H 0.898 3.131 -0.563
H -2.769 1.373 -0.092
H -1.901 2.307 -1.350
H -1.569 2.583 0.449
O -0.073 3.638 1.866
H 0.052 2.990 2.594
Br 1.052 0.401 2.844
```

***

Density functional theory data (ωB97M-V with the def2-TZVPD basis set) for a molecular structure, C20H43N2P3ScSe.

Net charge: +3
Gap between HOMO and LUMO: 0.1364 hartree
E: -5082.64324 a.u.
Spin multiplicity: 1
E_HOMO: -14.7 eV

Structure (XYZ):
```
70
C20H43N2P3ScSe, DFT ωB97M-V with the def2-TZVPD basis set
Sc 0.577 -0.415 0.356
P 1.235 -0.320 -2.193
P 1.768 1.912 0.769
P -0.998 -2.478 -0.108
H -1.173 1.643 1.177
C -1.308 0.571 1.371
C -0.674 -0.052 2.429
H 0.011 0.482 3.097
C 0.046 0.640 -3.193
C 2.813 0.472 -2.643
C 1.325 -1.882 -3.126
C 1.537 2.724 2.396
C 3.578 2.082 0.584
C 1.161 3.246 -0.352
C -2.101 -3.057 1.236
C -0.266 -4.071 -0.623
C -2.231 -2.191 -1.448
H -2.166 0.117 0.860
H -0.963 -1.046 2.787
H 0.391 0.626 -4.235
H -0.010 1.675 -2.832
H -0.957 0.197 -3.126
H 2.921 0.402 -3.732
H 3.639 -0.063 -2.157
H 2.836 1.524 -2.334
H 1.649 -1.641 -4.146
H 0.355 -2.390 -3.154
H 2.062 -2.544 -2.655
H 1.936 3.747 2.378
H 2.069 2.144 3.161
H 0.474 2.754 2.665
H 3.862 3.139 0.476
H 3.930 1.524 -0.290
H 4.066 1.673 1.476
H 1.518 4.212 0.035
H 0.061 3.252 -0.375
H 1.528 3.098 -1.377
H -2.787 -3.827 0.862
H -2.679 -2.220 1.644
H -1.491 -3.480 2.044
H -1.058 -4.798 -0.856
H 0.341 -4.460 0.202
H 0.379 -3.943 -1.497
H -2.969 -3.006 -1.420
H -1.743 -2.168 -2.432
H -2.747 -1.231 -1.294
C -4.512 2.891 -1.171
C -4.278 2.803 0.207
C -5.249 3.196 1.120
C -6.469 3.730 0.681
C -6.696 3.867 -0.697
C -5.731 3.460 -1.624
Se -3.133 2.173 -2.328
H -2.084 1.716 -1.285
H -3.322 2.398 0.542
H -5.045 3.083 2.181
H -7.219 4.032 1.407
H -7.641 4.294 -1.036
H -5.923 3.571 -2.696
C 4.707 -3.981 1.306
N 4.042 -2.890 2.087
C 4.626 -2.637 3.435
C 3.054 -2.204 1.619
N 2.151 -1.571 1.163
H 5.516 -4.402 1.918
H 5.133 -3.592 0.372
H 3.993 -4.778 1.062
H 5.019 -1.613 3.505
H 3.868 -2.774 4.218
H 5.446 -3.345 3.604
```

***

Density functional theory data (ωB97M-V with the def2-TZVPD basis set) for a gas-phase ion, C3H6N3O (charge +1).

Net charge: +1
Gap between HOMO and LUMO: 0.3445 hartree
SMILES: CC#[N+]CNN=O
E: -357.01003 a.u.
Spin multiplicity: 1
E_HOMO: -13.9 eV

Structure (XYZ):
```
13
C3H6N3O, DFT ωB97M-V with the def2-TZVPD basis set
C 1.653 0.539 1.124
C 0.556 0.470 0.259
N -0.431 0.279 -0.306
C -1.479 -0.376 -1.008
N -1.030 -1.321 -1.934
N -0.469 -2.425 -1.499
O 0.069 -2.999 -2.413
H 1.360 -0.337 1.869
H 1.979 1.333 1.705
H 2.591 0.223 0.527
H -2.035 -1.032 -0.198
H -2.169 0.496 -1.417
H -0.798 -1.110 -2.913
```